[1]
C16H21F6NO8 | the ωB97M-V functional and the def2-TZVPD basis

The geometry in XYZ format:
```
52
Properties=species:S:1:pos:R:3:forces:R:3
F 2.8200 1.2190 -1.5557 0.230 -0.166 -0.918
F 4.0488 2.9746 -1.8736 -0.126 -0.315 -0.624
F 4.9486 1.0124 -1.8622 -0.530 0.239 -0.684
F -0.8611 -7.8456 1.5936 -0.466 0.464 -0.146
F -2.2774 -7.6222 3.2138 -0.116 0.367 -0.549
F -2.8225 -8.7419 1.4501 0.068 0.856 -0.103
O 1.6348 3.7443 1.4724 -0.774 -1.437 -1.330
O -2.4834 1.6413 0.1381 0.285 -3.185 -0.450
O 2.3989 2.0328 -4.0962 0.847 -0.045 0.864
O -1.8773 3.3296 3.4292 -1.460 -0.620 -2.227
O -3.8184 3.7706 2.0676 4.594 -2.710 1.309
O -3.3907 -6.3144 0.2405 0.559 -0.627 0.782
O 4.4492 1.2190 -4.5812 -0.287 0.221 1.136
O -2.2291 -5.2778 1.8770 0.076 -1.193 -0.164
N -1.7036 -0.8247 -0.1119 -3.474 5.042 0.001
C 1.6736 0.6430 -5.9535 0.137 -0.259 0.191
C 3.8653 1.6968 -2.2721 0.568 -0.086 1.851
C 0.3271 3.4411 0.9493 -1.805 0.362 -0.645
C -2.6143 -4.0029 1.3380 -0.300 0.751 -0.195
C -0.5277 2.7576 3.2293 0.313 -1.387 -0.320
C 2.0714 2.0331 -5.4950 -0.293 -0.129 -0.784
C -1.9981 2.0108 1.4733 0.273 -1.479 1.542
C -2.6913 -6.3624 1.2202 -0.421 1.862 -0.687
C -2.2772 0.2455 -0.0755 3.443 -0.480 0.937
C -2.7565 3.1548 2.2938 -0.767 1.290 -0.448
C 2.6466 2.8178 1.0002 1.949 -0.390 0.730
C 2.8246 1.5343 2.0042 -0.868 1.257 -0.861
C -0.4207 2.2174 1.6970 -0.313 1.599 0.353
C 3.6362 1.5979 -3.7778 -0.576 0.075 -2.003
C -4.0200 -3.6386 1.7759 -0.204 -0.265 0.075
C -2.1683 -7.6418 1.8678 0.519 -1.766 0.889
H 0.1326 3.6330 3.5429 -0.469 -1.621 -0.794
H 2.8996 2.4323 -6.0866 0.064 -0.130 0.249
H -4.2834 -2.6364 1.4309 0.088 -0.072 0.007
H -0.3092 1.7919 3.8207 -0.813 1.842 -0.055
H 0.8602 0.2541 -5.3358 -0.032 0.130 -0.105
H 0.2910 3.2860 -0.1894 0.513 0.164 1.529
H 0.0843 1.1982 1.5230 -0.614 1.737 0.664
H -0.3291 4.3769 1.1513 1.146 -1.436 -0.266
H 3.9362 1.3145 2.1340 -1.679 0.016 -0.197
H 2.5070 -0.0567 -5.8607 -0.007 0.117 -0.102
H -4.1029 -3.6726 2.8652 0.090 0.112 -0.063
H 2.3567 1.8726 3.0005 0.821 -0.782 -1.420
H -2.5156 -3.9961 0.2495 -0.039 -0.208 0.144
H -2.2526 1.0644 2.0836 0.499 1.532 -0.443
H -4.7526 -4.3444 1.3785 0.076 0.101 -0.082
H 1.3506 0.6590 -6.9965 0.019 0.055 0.094
H 1.2276 2.7148 -5.6207 0.126 -0.005 0.364
H 2.5149 2.4917 -0.0895 -0.243 0.768 2.033
H 2.2257 0.6854 1.5263 1.121 0.803 1.077
H 3.6598 3.3784 1.0660 -1.838 -0.621 -0.220
H -1.9081 -3.2682 1.7300 0.090 -0.348 0.062
```
Positions in Å, forces in eV/Å.

orbital gap	0.3635	Ha

These are the Löwdin partial charges, in e, on atoms 1 to 2: number 1, F, carries 0.1243; number 2, F, carries 0.1532


[2]
C16H21FN2O2 | the ωB97M-V functional and the def2-TZVPD basis

The geometry in XYZ format:
```
42
Properties=species:S:1:pos:R:3:forces:R:3
F -6.8476 -1.3058 1.5067 0.044 0.036 -0.028
O 2.1542 0.5836 1.8828 0.024 0.042 0.442
O -2.4822 -2.1080 -0.7593 -0.009 -0.018 0.065
N 1.3530 0.7514 -0.2308 -0.020 0.244 -0.026
N 3.0889 -0.7241 0.2927 0.141 -0.226 -0.349
C -1.3771 0.0089 -0.8643 0.232 -0.429 0.104
C 6.0671 -0.4157 -0.3592 -0.043 0.060 0.266
C -4.1869 1.0562 -0.5244 0.169 -0.132 -0.039
C 0.2503 1.5498 0.2673 -0.095 0.071 0.438
C 2.1984 0.2190 0.7223 -0.034 0.073 -0.330
C 4.1637 -1.1463 1.1639 0.179 0.143 0.325
C -6.3108 0.7846 0.5719 -0.005 -0.181 0.050
C 5.4297 -0.2961 1.0209 -0.171 -0.188 -0.138
C -2.5686 -0.9068 -0.6493 0.251 0.244 -0.228
C -0.1742 -0.7769 -1.3888 -0.042 0.243 -0.121
C -1.0025 0.6920 0.4599 0.086 0.278 -0.212
C -3.8529 -0.2675 -0.2441 -0.630 -0.047 0.181
C -4.7670 -1.0693 0.4380 -0.068 0.053 0.041
C 1.0392 0.1475 -1.5069 -0.045 -0.347 -0.094
C -5.4064 1.5710 -0.1210 -0.045 -0.004 0.010
C -5.9723 -0.5310 0.8386 0.133 0.116 -0.102
H -5.6572 2.5961 -0.3476 -0.027 0.079 -0.023
H 5.1739 0.7455 1.2226 0.013 0.015 0.102
H -1.8235 1.3111 0.8232 0.004 -0.016 0.060
H 4.3870 -2.1946 0.9438 0.006 0.036 0.075
H 7.0026 0.1374 -0.3921 0.078 0.035 -0.110
H 3.7852 -1.0649 2.1846 0.058 -0.141 -0.123
H -3.5101 1.6890 -1.0761 0.109 0.063 -0.023
H 5.4140 -0.0110 -1.1301 -0.026 0.035 -0.131
H -7.2630 1.1715 0.8982 -0.098 0.019 0.046
H -4.5238 -2.0991 0.6486 -0.003 -0.093 0.020
H 0.0523 -1.5897 -0.6967 0.003 -0.044 -0.047
H 0.5589 1.9808 1.2204 -0.083 0.043 -0.187
H -0.7890 -0.0702 1.2118 -0.026 -0.028 0.075
H 0.8133 0.9624 -2.2064 0.103 -0.092 -0.017
H 0.0555 2.3538 -0.4502 -0.013 -0.003 0.021
H -0.4096 -1.2161 -2.3593 0.013 -0.075 0.010
H 1.8900 -0.4024 -1.9082 -0.036 0.098 -0.046
H 6.2775 -1.4576 -0.5941 0.055 -0.106 -0.081
H 3.2723 -0.8163 -0.6917 -0.156 0.066 0.046
H -1.6467 0.7775 -1.5971 -0.039 0.039 0.010
H 6.1443 -0.6201 1.7792 0.015 0.039 0.068
```
Positions in Å, forces in eV/Å.

energy relative to the best compared isomer or geometry (same formula, charge and spin)	0.0	kcal/mol
orbital gap	0.3369	Ha

These are the Löwdin partial charges, in e, on atoms 1 to 2: number 1, F, carries 0.0657; number 2, O, carries 0.0548


[3]
C16H21GaN3O2Se3Te | the ωB97M-V functional and the def2-TZVPD basis

The geometry in XYZ format:
```
47
Properties=species:S:1:pos:R:3:forces:R:3
Te -0.5594 5.4467 0.0164 -0.011 -0.004 -0.014
Se 1.0143 3.6885 -0.8326 -0.014 -0.207 0.086
Se -1.8695 2.3601 1.4828 0.043 -0.032 -0.083
Se -2.5418 3.9367 -0.0932 -0.097 0.026 -0.039
Ga 0.4945 1.9155 0.7467 -0.130 0.404 0.333
O -1.0176 -2.4784 -1.6320 -0.357 -0.082 0.134
O 0.4583 0.0376 0.5853 -0.038 -0.140 -0.380
N 0.9645 2.0243 2.8444 0.287 -0.098 -0.148
N 2.6835 1.5443 0.7646 0.128 -0.164 0.002
N -1.7139 0.3506 -1.6321 0.255 -0.225 -0.289
C -2.2842 0.0470 -0.5023 -0.062 -0.021 0.142
C -1.0495 -2.6505 2.4716 -0.003 0.000 -0.015
C 3.2461 1.9597 2.0608 -0.181 -0.001 -0.140
C 1.4594 0.2560 -3.5275 0.081 -0.026 -0.026
C -0.4623 -0.8343 0.9805 -0.022 0.022 0.090
C 1.8097 -1.0866 -3.4404 -0.030 0.015 -0.017
C 0.9654 -1.9773 -2.7986 0.078 -0.019 -0.088
C -2.1837 -2.8339 -2.3844 0.072 -0.018 -0.021
C -0.5259 -0.1886 -2.2401 -0.083 0.214 0.161
C -1.8005 -0.8193 0.5299 0.075 -0.066 0.122
C -0.1097 -1.7883 1.9422 -0.044 -0.047 0.058
C -0.2203 -1.5480 -2.2191 0.133 -0.056 -0.039
C -2.3916 -2.5726 2.0895 0.053 -0.079 0.078
C 2.3012 1.4572 3.1313 -0.075 0.023 -0.045
C -2.7565 -1.6472 1.1444 -0.090 0.029 -0.143
C 0.2943 0.6950 -2.9275 -0.045 0.159 -0.014
H 0.8976 2.9876 3.1558 -0.031 0.142 0.002
H 2.2198 0.3726 3.0659 -0.030 -0.044 0.042
H -2.6974 -3.6015 -1.8139 0.013 -0.008 0.036
H -3.2912 0.4356 -0.4003 0.010 0.037 0.065
H 3.1300 2.0347 -0.0005 0.043 0.071 -0.052
H -3.7937 -1.5710 0.8303 0.076 0.007 0.034
H -2.1915 1.0507 -2.1855 -0.009 0.044 -0.074
H -1.9020 -3.2311 -3.3609 0.026 -0.006 -0.004
H 2.7210 -1.4461 -3.9021 -0.036 0.022 0.028
H 1.1887 -3.0362 -2.7510 0.006 0.049 -0.002
H -3.1308 -3.2257 2.5347 0.048 0.035 -0.024
H -2.8536 -1.9822 -2.5295 0.035 0.037 0.027
H 4.2581 1.5957 2.2242 0.057 -0.056 -0.003
H 3.2703 3.0499 2.0760 0.054 0.057 -0.020
H 2.8018 0.5469 0.6109 0.014 -0.033 0.024
H -0.7450 -3.3811 3.2114 -0.003 0.029 -0.021
H 0.2321 1.5232 3.3334 -0.092 -0.068 0.072
H 2.0856 0.9589 -4.0636 -0.039 -0.050 0.043
H 0.9255 -1.8259 2.2635 -0.063 -0.008 -0.012
H 0.0104 1.7372 -2.9846 0.033 0.081 0.053
H 2.6596 1.7137 4.1253 -0.035 0.056 0.082
```
Positions in Å, forces in eV/Å.

net charge	+1
orbital gap	0.2502	Ha

These are the Löwdin partial charges, in e, on atoms 1 to 2: number 1, Te, carries 0.3856; number 2, Se, carries 0.0540


[4]
C16H21N2O3 | the ωB97M-V functional and the def2-TZVPD basis

The geometry in XYZ format:
```
42
Properties=species:S:1:pos:R:3:forces:R:3
O 1.8856 1.2847 0.3658 -0.242 -0.540 0.195
O 2.5987 -3.6769 -0.6842 -0.046 0.568 0.282
O -2.1057 2.9809 0.0336 0.085 0.224 -0.343
N 4.5333 -4.0951 1.9342 0.546 0.459 0.466
N -4.4383 1.9220 -0.5913 -0.059 -0.053 0.447
C -1.0100 -2.7784 1.2809 0.011 -0.694 -0.119
C -3.9044 2.9386 -1.5637 0.357 0.116 -0.701
C 0.9547 -0.8814 0.7929 0.534 0.134 -0.223
C -0.8121 2.6650 -0.5119 0.081 -0.280 0.145
C 0.1984 -3.1748 0.7499 -0.485 -0.627 0.047
C 3.6652 -1.7529 0.2356 0.114 -0.557 -0.316
C 3.4630 -0.4635 0.4961 -0.419 -0.193 0.081
C 5.0117 -2.4386 0.2246 -0.243 -0.126 0.078
C 1.1557 -2.2247 0.5281 1.631 -0.117 -0.717
C -2.9208 3.8033 -0.7755 -0.311 -0.078 0.761
C -0.2674 -0.4957 1.2924 0.102 1.062 -0.026
C 2.0714 0.0890 0.5238 0.567 0.534 0.144
C 5.1792 -3.0525 1.6175 -0.009 0.110 -0.716
C -3.2773 2.1971 -2.7345 -0.210 -0.269 -0.053
C -1.2247 -1.4446 1.5323 -1.366 0.077 0.491
C 2.4825 -2.6517 -0.0484 -0.002 -0.365 0.072
H -0.4556 3.4347 -1.1970 -0.118 0.063 0.017
H 5.8258 -1.7580 -0.0328 -0.148 0.083 0.240
H -2.7133 2.8835 -3.3628 -0.019 0.034 0.045
H -2.6053 1.4023 -2.4068 0.082 0.097 0.050
H -5.0572 2.3484 0.1016 -0.067 -0.015 -0.070
H -0.4528 0.5542 1.4971 0.020 -0.105 0.041
H -3.6313 1.5540 -0.0638 0.109 0.108 -0.101
H 4.7807 -4.2975 2.9061 -0.290 -0.327 -0.071
H 5.8420 -2.5052 2.3003 -0.081 -0.134 -0.031
H -2.1914 -1.1552 1.9368 0.141 0.094 0.051
H 4.9983 -3.2326 -0.5272 -0.078 -0.001 0.184
H -4.9289 1.1490 -1.0411 -0.016 0.067 -0.077
H -2.3457 4.4616 -1.4270 -0.016 -0.136 -0.154
H -1.7530 -3.5404 1.4858 -0.122 0.231 0.051
H -3.4860 4.4427 -0.0893 0.027 0.036 -0.025
H 0.3771 -4.2185 0.5197 0.192 0.125 -0.028
H 4.3171 0.1804 0.6870 -0.339 0.277 -0.142
H -4.7480 3.5335 -1.9139 -0.016 0.022 0.108
H -4.0471 1.7360 -3.3567 0.018 0.026 -0.015
H -0.8536 1.7023 -1.0249 0.121 0.039 -0.073
H -0.1100 2.5749 0.3106 -0.033 0.032 0.002
```
Positions in Å, forces in eV/Å.

energy relative to the best compared isomer or geometry (same formula, charge and spin)	12.0	kcal/mol
net charge	+1
orbital gap	0.3128	Ha

These are the Löwdin partial charges, in e, on atoms 1 to 2: number 1, O, carries 0.0842; number 2, O, carries 0.1334


[5]
C16H21N3O2PdS | the ωB97M-V functional and the def2-TZVPD basis

The geometry in XYZ format:
```
44
Properties=species:S:1:pos:R:3:forces:R:3
Pd -0.7205 0.2371 0.3435 0.220 0.614 -0.857
S 1.6204 -1.6069 0.3637 1.572 -0.700 -0.366
O -1.9325 -2.6155 0.0408 1.255 4.018 0.083
O 0.5048 0.5152 3.1643 -2.376 0.282 -3.532
N 1.8528 -1.7707 -3.4670 -1.755 -1.705 -0.342
N -4.5911 1.8795 1.4969 1.864 0.483 -1.812
N 4.1432 1.2364 -0.3905 -0.671 0.506 1.565
C -0.2536 2.4821 -0.0524 0.369 1.110 -0.472
C -1.6186 2.6598 -0.3367 0.801 1.632 1.885
C 1.9445 -2.9555 1.4773 -0.964 0.099 0.604
C 4.1838 1.7421 0.6572 0.385 -0.181 -1.297
C -0.1177 0.7727 -1.7625 0.016 -0.693 -1.144
C -1.5804 -1.5215 0.1069 -2.475 -6.004 0.161
C 0.0330 -3.5495 -4.1834 -0.377 -0.555 -0.138
C -6.4433 1.4032 3.3098 1.990 -1.129 -1.495
C 0.5313 1.6340 -0.8667 0.561 0.957 0.316
C -5.4138 1.6667 2.3070 -3.728 -0.780 3.527
C -2.2464 1.8073 -1.2024 -1.721 -1.465 -1.229
C 1.1022 -2.6017 -3.8122 0.761 1.447 0.426
C 4.3829 2.4531 1.9200 0.128 0.069 0.507
C 3.0759 -1.5750 -0.6431 0.040 0.799 -0.432
C -0.1220 0.5447 2.1975 2.722 -0.245 5.753
C -1.5209 0.7690 -1.8056 -0.806 0.047 -1.491
H 3.0936 -0.6682 -1.2596 -0.118 -0.261 0.133
H 0.1918 3.0879 0.7275 0.211 0.073 -0.159
H -0.8755 -3.0041 -4.5247 0.764 -0.215 0.083
H 3.9519 -1.5590 0.0090 0.035 -0.150 0.218
H -6.2845 0.4144 3.7787 0.010 0.370 -0.161
H 0.3258 -4.2738 -4.9840 -0.019 0.739 0.651
H 1.0924 -2.9813 2.1600 0.112 -0.184 0.067
H -2.1776 3.4592 0.1716 0.288 -0.408 -0.195
H 1.9958 -3.9023 0.9351 0.131 0.008 -0.249
H -2.0869 0.0304 -2.3911 0.512 0.346 0.047
H -3.3294 1.9030 -1.3959 0.654 -0.115 0.098
H 5.4484 2.3488 2.2127 -0.606 0.090 -0.116
H 0.4630 0.0880 -2.3946 -0.112 0.076 0.156
H -7.4238 1.4659 2.8152 -0.475 0.408 -0.087
H -6.4033 2.1883 4.0736 -0.226 0.732 0.355
H 3.1007 -2.4488 -1.3012 -0.149 -0.256 0.023
H 4.1463 3.5281 1.8151 0.165 -0.535 -0.063
H 3.7462 2.0200 2.7161 0.415 0.220 -0.368
H 1.6170 1.6249 -0.7902 0.082 0.036 0.081
H 2.8590 -2.7916 2.0516 0.189 0.148 -0.189
H -0.2652 -4.1364 -3.2876 0.322 0.275 -0.544
```
Positions in Å, forces in eV/Å.

energy relative to the best compared isomer or geometry (same formula, charge and spin)	25.9	kcal/mol
net charge	+4
orbital gap (spin up / spin down)	0.2923 / 0.0918	Ha
spin multiplicity	5

These are the Löwdin partial charges, in e, on atoms 1 to 2: number 1, Pd, carries 0.7959; number 2, S, carries 1.0514